Model P:
{"formula": "C3H10N2O2", "method": "wB97M-V/def2-TZVPD", "lumo_energy_ev": [-3.9, -9.0], "gap_ev": [9.99, 4.80], "multiplicity": 2, "charge": 1, "species": ["N", "C", "C", "N", "C", "O", "H", "H", "H", "H", "H", "H", "H", "H", "H", "H", "O"], "positions_angstrom": [[1.13456, -2.21435, -0.39081], [1.71087, -1.78400, 0.88384], [1.14921, -0.49536, 1.40599], [1.08367, 0.56695, 0.43364], [0.27509, 1.72066, 0.58729], [0.73903, -0.24771, 2.49712], [1.71090, -1.91388, -1.16700], [0.21745, -1.82139, -0.57045], [1.56658, -2.53601, 1.65481], [2.79391, -1.69303, 0.78093], [1.63047, 0.46383, -0.41473], [0.48207, 2.46545, -0.18571], [-0.77030, 1.42162, 0.52947], [0.40175, 2.19700, 1.55899], [-4.64747, 1.82461, -1.93547], [-4.98774, 0.60802, -2.86772], [-4.49006, 1.43760, -2.80018]]}

---

Model Q:
{"formula": "C3H10N2O2", "method": "wB97M-V/def2-TZVPD", "lumo_energy_ev": [-3.0, -8.6], "gap_ev": [10.87, 5.22], "multiplicity": 2, "charge": 1, "species": ["O", "C", "C", "N", "H", "H", "H", "H", "H", "H", "N", "C", "O", "H", "H", "H", "H"], "positions_angstrom": [[3.08792, 1.38585, 0.58985], [2.34155, 0.70806, 1.22121], [0.89796, 0.39137, 0.73764], [0.75555, 0.58895, -0.69239], [2.56867, 0.32667, 2.23250], [0.79185, -0.66494, 0.99122], [0.36714, 1.12777, 1.34730], [-0.53247, 0.24499, -0.04905], [0.97728, 1.56454, -0.87906], [1.45100, 0.05303, -1.20269], [-2.98552, -1.79489, -0.76052], [-1.86659, -0.95909, -0.98747], [-1.63423, -0.05454, 0.02122], [-3.87076, -1.30220, -0.84195], [-2.93372, -2.25210, 0.14491], [-0.95982, -1.59932, -1.08138], [-1.94074, -0.44984, -1.96113]]}

---

It is model P that is the most stable of them.